# 1
{"formula": "C6H12N2O", "method": "ωB97M-V/def2-TZVPD", "symbols": ["C", "C", "N", "C", "C", "N", "C", "C", "O", "H", "H", "H", "H", "H", "H", "H", "H", "H", "H", "H", "H"], "positions_angstrom": [[-0.475, -0.252, 0.282], [-0.768, -1.712, 0.001], [-1.988, 0.897, -1.237], [-0.270, 0.662, -0.785], [1.265, -0.108, 0.894], [2.263, -0.814, 0.255], [0.556, 1.198, -1.660], [1.446, 0.631, 1.992], [-2.923, 1.077, -0.181], [-2.925, 2.037, -0.056], [-2.392, 0.207, -1.873], [-1.046, 0.168, 1.111], [1.954, -1.559, -0.356], [3.050, -1.093, 0.833], [-0.382, -2.335, 0.813], [-0.317, -2.047, -0.936], [-1.848, -1.863, -0.070], [1.617, 1.290, -1.468], [0.156, 1.748, -2.504], [2.374, 0.612, 2.559], [0.653, 1.257, 2.385]], "nbo_charge": [-0.2580, -0.6220, -0.4545, 0.2091, 0.2226, -0.8481, -0.4405, -0.5661, -0.5959, 0.4680, 0.3391, 0.2541, 0.3783, 0.3821, 0.2266, 0.2084, 0.2319, 0.2339, 0.2341, 0.1922, 0.2049], "e_above_lowest_ev": 5.8412, "smiles": "C=C(N)[C@H](C)C(=C)NO", "multiplicity": 1, "total_charge": 0, "e_lumo_ev": 0.92, "gap_ha": 0.327, "e_homo_ev": -7.967}

=====

# 2
{"formula": "C17H23CdF5NO2P2", "method": "ωB97M-V/def2-TZVPD", "symbols": ["Cd", "P", "C", "C", "N", "C", "C", "C", "C", "C", "P", "H", "H", "H", "H", "H", "H", "H", "H", "O", "H", "H", "O", "H", "C", "H", "H", "H", "C", "H", "H", "H", "C", "H", "H", "H", "C", "H", "H", "H", "F", "C", "C", "C", "F", "C", "F", "C", "F", "C", "F"], "positions_angstrom": [[0.242, 0.687, 0.842], [2.456, -0.528, 0.360], [2.578, -1.216, -1.293], [1.336, -1.258, -2.016], [0.173, -0.652, -1.579], [-0.993, -1.058, -2.109], [-1.071, -2.072, -3.061], [0.093, -2.529, -3.635], [1.303, -1.987, -3.235], [-2.343, -0.612, -1.478], [-2.197, 0.984, -0.619], [2.269, -2.224, -3.669], [-2.061, -2.455, -3.318], [0.058, -3.201, -4.485], [-3.123, -0.561, -2.252], [-2.724, -1.349, -0.740], [2.645, 2.180, -3.737], [3.393, -1.031, -2.006], [1.111, 2.980, -1.655], [2.690, 2.873, -3.066], [3.611, 2.841, -2.723], [0.317, 2.325, -0.353], [0.537, 3.221, -0.913], [1.037, 3.837, -0.381], [-2.362, 2.154, -1.993], [-3.339, 2.111, -2.499], [-2.249, 3.151, -1.535], [-1.569, 1.963, -2.736], [-3.722, 1.127, 0.325], [-3.585, 1.989, 0.996], [-4.598, 1.287, -0.315], [-3.848, 0.214, 0.927], [2.362, -2.169, 1.119], [3.359, -2.602, 1.020], [2.056, -2.173, 2.160], [1.654, -2.778, 0.547], [4.013, 0.189, 0.832], [3.976, 0.498, 1.880], [4.813, -0.539, 0.703], [4.219, 1.079, 0.235], [-1.136, -2.122, 1.790], [-1.107, -1.248, 2.842], [-0.634, 0.034, 2.651], [-0.595, 0.932, 3.705], [-0.142, 2.214, 3.528], [-1.015, 0.552, 4.979], [-0.994, 1.411, 6.021], [-1.473, -0.751, 5.157], [-1.903, -1.146, 6.369], [-1.528, -1.662, 4.105], [-1.992, -2.910, 4.308]], "nbo_charge": [1.2063, 0.8721, -0.7973, 0.2054, -0.6433, 0.2194, -0.3029, -0.1532, -0.2533, -0.7700, 0.8596, 0.2215, 0.2229, 0.2294, 0.2522, 0.2658, 0.5008, 0.2362, 0.5747, -0.9785, 0.4951, 0.3785, -0.8086, 0.5480, -0.9665, 0.2533, 0.2379, 0.2481, -0.9627, 0.2543, 0.2520, 0.2640, -0.9276, 0.2525, 0.2331, 0.2678, -0.9670, 0.2558, 0.2564, 0.2409, -0.3274, 0.3032, -0.6960, 0.3033, -0.3339, 0.2565, -0.2859, 0.3220, -0.2872, 0.2568, -0.2845], "multiplicity": 1, "total_charge": 1, "e_lumo_ev": [-4.85, -4.85], "gap_ha": [0.163, 0.164], "e_homo_ev": [-9.299, -9.302]}

=====

# 3
{"formula": "CH3N2PS", "method": "ωB97M-V/def2-TZVPD", "symbols": ["C", "N", "N", "P", "S", "H", "H", "H"], "positions_angstrom": [[-0.999, -0.488, 0.087], [-0.394, 0.334, -0.613], [0.352, 1.295, -0.098], [1.837, 0.902, 0.112], [2.504, -0.871, -0.137], [-0.806, -0.778, 1.081], [-1.583, -1.204, -0.470], [2.645, 1.954, 0.343]], "nbo_charge": [-0.0910, -0.2143, -0.6709, 1.1133, -0.4769, 0.1649, 0.1788, -0.0039], "e_above_lowest_ev": 2.6402, "smiles": "C=NN=[PH]=S", "multiplicity": 1, "total_charge": 0, "e_lumo_ev": -0.34, "gap_ha": 0.314, "e_homo_ev": -8.885}

=====

# 4
{"formula": "C3HO4", "method": "ωB97M-V/def2-TZVPD", "symbols": ["C", "C", "C", "O", "O", "O", "O", "H"], "positions_angstrom": [[-1.480, 0.283, -0.664], [0.192, -1.369, -0.045], [0.737, 0.927, 0.093], [0.443, -2.544, 0.063], [1.565, 1.788, 0.303], [-0.477, 1.207, -0.265], [1.109, -0.387, 0.260], [-2.089, 0.095, 0.255]], "nbo_charge": [-0.2098, 0.5793, 0.9872, -0.6586, -0.6558, -0.5573, -0.5593, 0.0743], "e_above_lowest_ev": 3.3837, "multiplicity": 1, "total_charge": -1, "e_lumo_ev": 4.12, "gap_ha": 0.281, "e_homo_ev": -3.528}

=====

# 5
{"formula": "C4H5ClFP", "method": "ωB97M-V/def2-TZVPD", "symbols": ["C", "C", "C", "C", "F", "P", "Cl", "H", "H", "H", "H", "H"], "positions_angstrom": [[-0.272, 1.598, 0.381], [0.479, 0.895, 1.253], [-0.976, 0.395, -0.214], [-0.041, -0.384, 0.754], [1.868, -0.910, -2.116], [1.582, -1.897, -0.790], [0.037, -2.965, -1.430], [-0.379, 2.713, 0.310], [1.049, 1.238, 2.007], [-2.030, 0.140, 0.047], [-0.905, 0.465, -1.336], [-0.411, -1.288, 1.136]], "nbo_charge": [-0.1356, -0.2591, -0.4994, -0.1732, -0.5910, 0.9125, -0.2914, 0.2042, 0.2056, 0.2160, 0.2187, 0.1927], "e_above_lowest_ev": 0.0000, "multiplicity": 3, "total_charge": 0, "e_lumo_ev": [0.85, -1.56], "gap_ha": [0.270, 0.308], "e_homo_ev": [-6.493, -9.934]}

=====

# 6
{"formula": "C5H12NdO3", "method": "ωB97M-V/def2-TZVPD", "symbols": ["O", "C", "C", "O", "C", "C", "O", "C", "H", "H", "H", "H", "H", "H", "H", "H", "H", "H", "H", "H", "Nd"], "positions_angstrom": [[-1.499, 2.032, 0.100], [-2.379, 1.072, 0.550], [-1.815, -0.339, 0.652], [-1.559, -0.823, -0.650], [-0.362, -1.261, -1.218], [0.904, -1.285, -0.393], [1.327, 0.035, -0.061], [2.550, 0.084, 0.662], [-3.238, 1.038, -0.153], [-2.741, 1.334, 1.566], [-2.569, -1.011, 1.085], [-0.946, -0.365, 1.329], [-0.224, -0.666, -2.135], [-0.543, -2.288, -1.565], [1.706, -1.754, -0.984], [0.754, -1.841, 0.545], [2.743, 1.135, 0.903], [2.461, -0.508, 1.583], [3.364, -0.307, 0.035], [1.694, 3.587, -1.226], [0.370, 2.133, -0.627]], "mulliken_spin": [-0.0109, 0.0013, -0.0027, -0.0002, 0.0011, -0.0001, 0.0087, 0.0014, -0.0001, -0.0001, -0.0001, -0.0002, -0.0007, -0.0004, -0.0007, -0.0001, -0.0005, -0.0004, 0.0003, -0.0398, 3.0440], "multiplicity": 4, "total_charge": 1, "e_lumo_ev": [-4.40, -4.27], "gap_ha": [0.294, 0.300], "e_homo_ev": [-12.408, -12.429]}

=====

Ordered max |F| results: 6.74; 2.50; 2.52; 3.40; 4.29; 2.10; unit eV/Å.